A single C15H10FN5O molecule, computed with ωB97M-V with the def2-TZVPD basis set.

As for the orbital gap: 7.7540 eV. The calculation puts the energy above the lowest of the compared OMol25 structures with the same formula, charge and spin at 32.9 kcal per mole. For the maximum force, the calculation gives 0.1367 Eh/bohr. Its spin multiplicity is 1. Its SMILES is Nc1nnc(-c2ccc3[nH]cc(-c4ccccc4F)c3n2)o1.

```
32
Properties=species:S:1:pos:R:3:forces:R:3:lowdin_charge:R:1
F -0.28539 -2.96078 -3.18244 0.4 0.1 0.4 0.0235
N 0.75455 3.92332 1.82034 0.1 -3.0 0.3 0.0862
N -0.36649 4.40806 2.43182 -1.3 0.2 -0.6 0.0590
N 0.87269 0.37299 0.67538 -0.8 3.1 0.7 0.1845
O -0.74078 2.31291 1.99746 0.1 -2.1 -0.9 0.1399
C 0.53667 2.61401 1.63534 1.0 2.2 -0.8 -0.2416
C -1.25192 3.43570 2.41214 -0.8 1.9 2.4 -0.4487
C 0.98698 -1.59448 -0.92529 -1.2 -1.2 1.1 -0.1126
C 1.96273 -2.08578 -1.74506 -2.0 1.0 0.6 -0.0046
C 1.40063 1.64029 0.88413 -0.7 -3.1 0.3 -0.1739
C 1.48563 -0.43981 -0.16005 -3.1 -1.5 -0.2 -0.2067
C 2.69503 1.94844 0.43801 1.1 -0.4 -1.4 0.0009
C -3.17764 -2.66637 -1.03729 1.1 0.1 -0.8 -0.0689
C -2.57607 -2.09436 0.14643 -0.5 -0.7 -2.5 -0.0767
C -2.33917 -3.06888 -2.13125 0.2 1.0 1.2 -0.0188
C -1.19742 -1.86103 0.22201 -1.3 -0.1 -1.6 -0.0235
C 3.39962 0.99763 -0.44692 -2.7 1.1 1.4 0.0803
C -0.97541 -2.74223 -2.02531 -0.9 0.3 0.5 -0.2028
C -0.37082 -2.08088 -0.90511 -1.4 -1.3 -0.2 -0.1028
C 2.65149 -0.20843 -0.73844 5.8 3.9 -0.6 -0.2392
N -2.55618 3.48752 2.97229 1.8 -1.6 -2.0 0.1498
N 2.94522 -1.15709 -1.65038 2.4 -1.3 -1.7 0.0759
H 1.79204 -2.90435 -2.46067 0.9 0.7 0.4 0.1432
H 3.03670 2.97579 0.74285 0.2 -1.3 -0.7 0.1198
H -4.26261 -2.67917 -1.29731 0.9 -0.1 1.0 0.1034
H -3.22263 -1.66070 0.87805 -0.3 -0.1 0.6 0.0833
H -2.69825 -3.46363 -3.11672 0.2 0.4 1.3 0.1252
H -0.86843 -1.27073 1.04406 0.6 0.1 0.5 0.0878
H 4.30508 1.30725 -0.98751 -0.3 -0.4 0.5 0.1066
H -2.65707 4.20167 3.65049 -0.3 0.3 0.6 0.0790
H -3.07775 2.59975 3.02081 0.6 1.1 0.2 0.1126
H 3.79892 -1.28663 -2.16186 0.3 0.5 0.2 0.1597
```
Forces are in eV/Å.



2 unconnected molecules or ions with the total composition C15H10N2O6S, computed with ωB97M-V with the def2-TZVPD basis set.

The net charge is -2. As for the orbital gap: 3.4647 eV. The calculation puts the energy above the lowest of the compared OMol25 structures with the same formula, charge and spin at 11.0 kcal per mole. For the maximum force, the calculation gives 0.0434 Eh/bohr. Its spin multiplicity is 1.

```
34
Properties=species:S:1:pos:R:3:forces:R:3:lowdin_charge:R:1
O 6.37086 1.52887 -1.48849 0.2 -1.2 -0.9 -0.3797
S 5.08542 1.04371 -1.04267 0.2 2.2 0.5 0.6796
O 4.63529 1.76943 0.11434 -0.7 -0.7 0.4 -0.3500
C 3.84273 1.24214 -2.37401 -0.6 -0.3 0.2 -0.1909
C 2.71296 2.09633 -1.81656 1.2 -1.2 -0.9 -0.2461
C 2.86387 3.43582 -1.83337 -0.8 1.3 0.4 -0.0501
C 1.82060 4.22856 -1.27615 0.9 0.0 -0.4 -0.0787
C 0.73598 3.62332 -0.74650 -0.9 0.4 0.4 -0.0300
C 0.56085 2.21936 -0.74115 -0.3 0.8 0.2 -0.2193
N -0.59045 1.70379 -0.20400 0.8 -0.6 -0.5 0.1443
C -0.62233 0.39576 -0.26346 -0.7 -0.1 0.5 -0.0626
C 0.43633 -0.41076 -0.78978 0.1 -0.5 -0.1 -0.0618
N 1.53728 0.06954 -1.30328 -0.6 0.3 0.3 0.1288
C 1.57616 1.43844 -1.28582 0.5 0.0 -0.1 -0.1907
H 5.08924 -0.27324 -0.67833 0.1 0.1 -0.5 0.0792
H 4.29322 1.72152 -3.24680 0.4 -0.1 0.4 0.1010
H 3.45370 0.26218 -2.67403 0.2 0.1 0.2 0.0897
H 3.74459 3.93472 -2.22928 0.0 -0.3 0.0 0.1193
H 1.90119 5.31219 -1.24976 0.0 -0.2 0.0 0.0987
H -0.03444 4.24846 -0.29926 -0.1 -0.3 0.0 0.1128
H -1.49670 -0.13409 0.12092 0.0 -0.1 0.0 0.0866
H 0.30608 -1.49276 -0.75600 -0.1 0.2 0.0 0.1237
C -3.80040 -4.51048 2.49694 -0.4 -0.2 0.4 -0.0467
C -2.97157 -4.01117 1.49865 0.3 0.3 -0.4 -0.4451
C -3.19312 -2.51575 1.17119 -0.8 0.8 0.5 -0.3856
O -2.47222 -1.90911 0.34868 0.6 -0.3 -0.3 -0.0915
C -4.25288 -1.82676 1.82479 0.4 0.3 -0.6 -0.0408
C -5.09837 -2.32760 2.81837 -0.3 -0.4 0.5 -0.4328
C -4.81063 -3.79607 3.22522 0.8 -0.9 -0.3 -0.4053
O -5.42378 -4.35936 4.14357 -0.4 0.5 0.1 -0.0580
O -6.02623 -1.72244 3.38961 0.1 0.1 -0.2 -0.0691
O -2.08816 -4.63273 0.86311 -0.1 0.0 0.1 -0.0930
H -3.70041 -5.55146 2.79359 0.1 0.0 -0.1 0.0809
H -4.38469 -0.80034 1.48972 -0.1 0.0 0.1 0.0831
```
Forces are in eV/Å.



A molecular structure, C15H11AuClIN2O6S, computed with ωB97M-V with the def2-TZVPD basis set.

As for the orbital gap: 5.5657 eV. The calculation puts the energy above the lowest of the compared OMol25 structures with the same formula, charge and spin at 21.9 kcal per mole. For the maximum force, the calculation gives 0.0554 Eh/bohr. Its spin multiplicity is 1.

```
38
Properties=species:S:1:pos:R:3:forces:R:3:lowdin_charge:R:1
Au 0.52850 0.20568 -0.45573 -2.5 -0.2 -1.3 1.3097
Cl -0.82247 0.77369 6.43183 0.0 0.1 0.1 0.7033
C -0.64603 0.22473 4.80116 -0.1 -0.3 -0.2 -0.6155
C -0.89834 -1.08815 4.49629 0.0 0.3 0.3 -0.1656
C -0.75762 -1.56024 3.18932 0.2 -0.1 -0.9 -0.6408
I -1.10910 -3.56440 2.72769 0.0 0.1 0.1 0.9236
C -0.35295 -0.73714 2.14105 -0.1 0.1 1.2 -0.4226
O -0.16982 -1.18524 0.92672 0.7 0.7 -1.3 -0.2164
C -0.13738 0.63461 2.47106 -0.1 -0.3 0.3 -0.1472
N 0.22510 1.43721 1.44799 0.4 0.3 -0.5 0.0267
C 0.52681 2.69552 1.64857 -0.1 -0.1 -0.1 -0.0839
C 0.43146 3.27120 2.92586 0.0 0.0 0.2 -0.0219
C 0.04227 2.49514 3.98518 0.1 0.1 -0.1 -0.0040
C -0.25039 1.12814 3.79040 -0.1 0.0 -0.2 -0.1664
H -1.20112 -1.76633 5.28199 0.0 0.0 0.0 0.0973
H 0.86268 3.25625 0.78463 0.0 0.0 0.0 0.1248
H 0.66764 4.31729 3.05666 0.0 0.0 0.0 0.1122
H -0.02585 2.91042 4.98121 0.0 0.0 0.0 0.0965
O 1.93842 -1.48081 -1.65629 0.5 0.2 -0.3 -0.1161
C 1.29881 -2.01691 -2.77023 0.0 -0.1 0.0 -0.1869
C -0.14788 -1.59359 -2.93132 -0.1 -0.1 0.0 -0.2103
C -0.87044 -2.12053 -3.99969 -0.1 0.1 0.1 -0.0032
C -2.18192 -1.73831 -4.18869 0.1 0.0 0.0 -0.0372
C -2.75690 -0.83582 -3.30220 0.0 0.0 0.0 -0.0420
C -1.99217 -0.37038 -2.25675 -0.2 0.1 0.1 -0.0930
N -0.72201 -0.74932 -2.08106 0.8 0.0 0.6 0.0369
H 2.58413 -0.79601 -1.99112 -0.2 -0.1 0.3 0.0509
H 1.31650 -3.10830 -2.69181 -0.1 0.0 -0.1 0.1371
H 1.81995 -1.72972 -3.68959 0.0 -0.1 0.0 0.1445
H -0.38709 -2.81993 -4.66928 0.0 0.0 0.0 0.1266
H -2.75617 -2.13475 -5.01546 0.0 0.0 0.0 0.1161
H -3.77748 -0.50168 -3.41865 0.0 0.0 0.0 0.1121
H -2.39078 0.32597 -1.53116 0.0 0.0 0.0 0.1211
O 2.91816 3.04143 -1.86738 -0.5 0.2 -0.2 -0.2688
S 2.49277 1.68664 -1.72369 2.1 -0.2 1.2 0.3202
O 2.53849 1.21483 -0.28238 0.6 0.4 -0.4 -0.4118
O 0.96947 1.54436 -1.98484 -1.1 -0.9 1.2 -0.3852
O 3.19274 0.73446 -2.58030 -0.4 -0.2 -0.1 -0.3210
```
Forces are in eV/Å.



A molecular structure, C15H11BF4N2O7S2W, computed with ωB97M-V with the def2-TZVPD basis set.

The net charge is +2. As for the orbital gap: 6.4656 eV. The calculation puts the energy above the lowest of the compared OMol25 structures with the same formula, charge and spin at 1.4 kcal per mole. For the maximum force, the calculation gives 0.0073 Eh/bohr. Its spin multiplicity is 1.

```
43
Properties=species:S:1:pos:R:3:forces:R:3:lowdin_charge:R:1
W 0.09139 -0.06544 -0.61594 0.2 -0.3 0.0 2.0483
O 1.22716 0.75248 0.53727 -0.1 0.0 -0.1 -0.1775
C 2.56666 0.84448 0.80769 0.0 0.0 0.0 -0.2233
C 2.97116 1.07963 2.10917 0.0 0.0 0.0 0.0490
C 4.33050 1.12539 2.36305 0.0 0.0 0.0 -0.0036
C 5.25116 0.94891 1.33208 0.0 0.0 0.0 -0.0113
C 4.82451 0.74242 0.03282 0.0 0.0 0.0 0.0183
C 3.46017 0.69301 -0.25255 0.0 0.0 0.0 -0.0725
C 2.93028 0.61192 -1.59726 0.0 0.0 0.0 -0.1967
N 1.64615 0.39224 -1.93854 0.0 -0.1 0.1 -0.0563
C 1.54227 0.52047 -3.31922 0.0 0.0 0.0 -0.0475
C 2.76770 0.81070 -3.80071 0.0 0.0 0.0 0.0129
N 3.61510 0.85665 -2.71562 0.0 0.0 0.0 0.1743
H 2.23675 1.20512 2.89258 0.0 0.0 0.0 0.1435
H 4.67818 1.29267 3.37313 0.0 0.0 0.0 0.1323
H 6.31002 0.97624 1.54796 0.0 0.0 0.0 0.1303
H 5.55879 0.60390 -0.75031 0.0 0.0 0.0 0.1278
H 0.61188 0.40571 -3.84237 0.0 0.0 0.0 0.1309
H 3.10561 0.99429 -4.80528 0.0 0.0 0.0 0.1462
H 4.59333 1.10206 -2.75024 0.0 0.0 0.0 0.1832
O -2.66017 -1.74626 -2.93712 0.0 0.0 0.0 -0.1374
S -1.68966 -1.72827 -1.92326 0.0 0.1 0.0 0.6815
O -0.31389 -1.16733 -2.31639 -0.1 -0.1 0.1 -0.3905
O -1.90936 -0.78644 -0.76248 0.1 0.1 -0.1 -0.3534
C -1.39450 -3.34289 -1.29351 0.0 0.0 0.0 -0.2245
C -2.19105 -4.33226 -1.83309 0.0 0.0 0.0 0.0021
C -2.04222 -5.65819 -1.41557 0.0 0.0 0.0 0.0114
C -1.09837 -5.98444 -0.46971 0.0 0.0 0.0 0.0104
C -0.28574 -4.99133 0.08469 0.0 0.0 0.0 0.0005
C -0.42521 -3.67841 -0.31795 0.0 0.0 0.0 -0.2264
S 0.63029 -2.53688 0.50043 0.0 0.1 0.0 0.6748
O 1.38608 -1.73080 -0.54827 0.0 0.0 0.0 -0.3533
O 1.41302 -3.17615 1.47580 0.0 0.0 0.0 -0.1461
O -0.25148 -1.38595 0.96515 0.1 0.0 -0.1 -0.3536
H -2.92989 -4.07392 -2.57926 0.0 0.0 0.0 0.1337
H -2.67715 -6.42093 -1.84462 0.0 0.0 0.0 0.1369
H -0.97905 -7.00811 -0.14291 0.0 0.0 0.0 0.1365
H 0.44900 -5.24373 0.83650 0.0 0.0 0.0 0.1326
F -3.14359 1.93427 -0.07594 -0.1 0.0 0.1 0.3530
B -2.00599 2.14695 0.49591 0.1 0.0 -0.2 -0.8113
F -1.29062 1.03360 0.91190 0.0 -0.1 0.0 0.1324
F -0.63457 1.40043 -1.46508 -0.1 0.2 0.0 -0.2643
F -1.42021 3.28891 0.65972 -0.1 0.1 0.1 0.3469
```
Forces are in eV/Å.